Record 1
Formula: C37H103N5O12
Source: the OMol25 dataset
Level of theory: ωB97M-V/def2-TZVPD

Structure (SMILES): COC[C@H](C)N.COC[C@H](C)N.COC[C@H](C)N.COC[C@H](C)N.COC[C@H](C)N.CC(C)O.CC(C)O.CC(C)O.CCO.CCO.CCO.CCO
Highest occupied orbital energy, eV: -8.533
Charge: 0
HOMO-LUMO gap, eV: 8.57
Multiplicity: 1

```
157
C37H103N5O12 | the OMol25 dataset | ωB97M-V/def2-TZVPD
C -4.9666 -2.0684 4.1785
O -3.8462 -2.7104 3.6421
C -3.1124 -2.0511 2.6332
C -1.8724 -2.8870 2.2931
C -0.7773 -2.8841 3.3771
N -1.1710 -2.4381 1.0993
H -4.7066 -1.1524 4.7090
H -5.4187 -2.7894 4.8596
H -5.7212 -1.8058 3.4371
H -3.7479 -1.9152 1.7581
H -2.7677 -1.0995 3.0379
H -2.1472 -3.9213 2.0865
H -1.1247 -3.2118 4.3569
H -0.2601 -1.9380 3.5368
H -0.0113 -3.6175 3.1250
H -0.7015 -1.5491 1.1959
H -0.4640 -3.0874 0.7850
C -3.5139 0.7456 7.8770
O -3.3966 1.6071 6.7570
C -2.1310 1.4021 6.1786
C -2.0277 2.0797 4.8077
C -0.6974 1.6807 4.1753
N -2.0848 3.5048 5.0392
H -4.3419 1.2308 8.3939
H -2.5824 0.7449 8.4430
H -3.6777 -0.3073 7.6477
H -1.3493 1.8156 6.8158
H -2.0295 0.3351 5.9804
H -2.9085 1.7665 4.2471
H -0.5309 2.1308 3.1966
H -0.6337 0.6024 4.0298
H 0.1865 1.9588 4.7492
H -1.9078 4.0323 4.1963
H -3.0621 3.6998 5.2036
C -1.3357 1.1026 -3.3701
O -0.2683 1.9835 -3.7808
C 0.3698 1.7911 -5.0597
C 0.7257 3.2714 -5.5396
C -0.4673 4.1624 -5.9312
N 1.5962 3.1981 -6.6780
H -1.6562 1.3332 -2.3541
H -0.9600 0.0832 -3.4580
H -2.2143 1.0864 -4.0151
H 1.2695 1.1796 -4.9909
H -0.2807 1.2573 -5.7525
H 1.2689 3.7928 -4.7516
H -1.2183 4.2849 -5.1508
H -1.0035 3.8455 -6.8257
H -0.2838 5.2208 -6.1162
H 2.4289 2.7464 -6.3277
H 1.9635 4.1278 -6.8220
C -2.3791 4.3421 -2.3634
O -3.7156 4.7484 -2.3116
C -4.5555 3.9506 -1.5441
C -6.0168 4.3288 -1.7719
C -6.3050 5.7549 -1.3905
N -6.9918 3.4667 -1.0750
H -2.0176 4.0276 -1.3844
H -1.8242 5.1784 -2.7885
H -2.2543 3.5940 -3.1463
H -4.4824 2.8967 -1.8126
H -4.3634 4.0832 -0.4794
H -6.2791 4.1894 -2.8206
H -6.0318 5.9389 -0.3515
H -7.3582 6.0252 -1.4664
H -5.7876 6.4894 -2.0078
H -7.9157 3.5250 -1.4788
H -6.7432 2.5259 -1.3455
C 2.9051 2.1989 2.4956
O 2.6577 0.8171 2.3207
C 3.8823 0.0227 2.3227
C 3.5685 -1.4489 2.5121
C 2.9164 -1.8563 3.8792
N 4.7710 -2.1970 2.4059
H 3.3622 2.4645 3.4489
H 1.9500 2.7213 2.4412
H 3.5118 2.7137 1.7507
H 4.4080 0.1521 1.3767
H 4.5349 0.2889 3.1542
H 2.8884 -1.6662 1.6885
H 2.7725 -2.9234 4.0487
H 1.9298 -1.3994 3.9562
H 3.5793 -1.5085 4.6715
H 5.4260 -1.8887 3.1101
H 5.2116 -1.9485 1.5317
C 4.1768 2.5277 -3.3689
C 4.8594 1.5276 -2.4628
C 4.7139 1.8694 -0.9864
O 4.2354 0.3361 -2.6735
H 3.1067 2.3358 -3.4470
H 4.5473 2.4647 -4.3921
H 4.3132 3.5328 -2.9700
H 5.9320 1.4762 -2.6501
H 5.1868 1.1759 -0.2909
H 3.6601 1.9285 -0.7143
H 5.1210 2.8586 -0.7768
H 4.0402 0.2868 -3.6121
C -0.3741 -6.1168 0.8665
C 0.8801 -5.7678 0.0516
C 0.9074 -6.4170 -1.3354
O 0.9157 -4.3334 0.0367
H -1.2671 -5.6158 0.4930
H -0.1800 -5.8027 1.8921
H -0.4964 -7.1997 0.8458
H 1.6984 -6.1021 0.6893
H 0.1050 -5.9216 -1.8821
H 0.5159 -7.4341 -1.3519
H 1.8578 -6.4069 -1.8689
H 1.6776 -4.0386 -0.4675
C 0.6650 1.9149 -0.6206
C 0.3654 0.4883 -0.2772
C 1.5377 -0.4298 -0.7130
O 0.2527 0.3926 1.1350
H 1.0215 1.9247 -1.6506
H 1.5134 2.3558 -0.0971
H -0.2093 2.5557 -0.5064
H -0.5307 0.2982 -0.8679
H 1.3095 -1.4433 -0.3831
H 2.4862 -0.1868 -0.2339
H 1.5525 -0.3716 -1.8013
H 1.0865 0.5358 1.5887
C 1.7892 -3.3687 -3.1634
C 3.2365 -3.3002 -2.7580
O 3.2582 -3.3145 -1.3484
H 1.7363 -3.3989 -4.2517
H 1.2350 -2.5060 -2.7937
H 1.3805 -4.3046 -2.7823
H 3.7183 -2.4149 -3.1730
H 3.7613 -4.1984 -3.0837
H 4.1179 -3.0062 -1.0527
C -1.8871 -2.2432 -2.5372
C -2.2120 -3.5779 -1.9224
O -2.9765 -3.3959 -0.7624
H -1.0055 -2.5100 -3.1199
H -1.5283 -1.5301 -1.7950
H -2.6690 -1.7558 -3.1197
H -1.3140 -4.0815 -1.5647
H -2.7031 -4.1989 -2.6716
H -2.4227 -2.9932 -0.0895
C -4.7683 1.3824 0.7011
C -3.2932 1.0066 0.4824
O -2.4329 1.2622 1.5660
H -5.2701 1.5654 -0.2491
H -4.9393 2.2556 1.3307
H -5.2766 0.6214 1.2932
H -2.8904 1.6079 -0.3326
H -3.1330 -0.0261 0.1727
H -1.5270 1.0497 1.3298
C 7.4685 -2.3625 -0.3713
C 6.6839 -1.4344 -1.3002
O 5.3748 -1.2746 -0.8104
H 7.0322 -3.3598 -0.4272
H 7.4580 -1.9330 0.6305
H 8.5170 -2.4684 -0.6497
H 6.5881 -1.8307 -2.3110
H 7.1374 -0.4453 -1.3640
H 4.8889 -0.6922 -1.3989
```

Record 2
Formula: C37H106N6O16
Source: the OMol25 dataset
Level of theory: ωB97M-V/def2-TZVPD

Highest occupied orbital energy, eV: -8.662
Charge: 0
HOMO-LUMO gap, eV: 9.02
Multiplicity: 1

```
165
C37H106N6O16 | the OMol25 dataset | ωB97M-V/def2-TZVPD
C 0.5138 3.5790 -4.8464
O 1.6164 2.8507 -4.2922
H -0.3415 3.4902 -4.1766
H 0.9127 4.5933 -4.8294
H 0.3131 3.1227 -5.8158
H 2.3529 3.0409 -4.8777
C 1.4744 -4.3222 0.0379
O 1.5431 -5.7294 -0.1251
H 1.9361 -4.0154 0.9764
H 2.0444 -3.9383 -0.8082
H 0.4529 -3.9505 -0.0424
H 0.8326 -6.2016 0.3152
C -7.3572 -1.8913 1.4607
O -6.1915 -1.4318 1.8993
H -7.8814 -2.6666 2.0195
H -8.0320 -1.0581 1.2642
H -7.2454 -2.3687 0.4872
H -5.6127 -1.4276 1.1334
C -2.6247 -3.4637 2.1082
O -2.7570 -3.0169 0.6960
H -1.9727 -2.8856 2.7631
H -3.6779 -3.4872 2.3879
H -2.1598 -4.4496 2.1102
H -2.4984 -2.1393 0.4054
C 2.6257 -0.0915 -1.9412
O 1.4302 0.2089 -2.6725
H 2.6126 -1.0133 -1.3597
H 3.5306 -0.3171 -2.5053
H 2.8515 0.7428 -1.2772
H 1.5477 0.9817 -3.2298
C -4.0706 -0.6086 4.5777
O -3.8304 -0.2159 5.9220
H -4.5369 0.1897 4.0003
H -3.1989 -1.0274 4.0749
H -4.8645 -1.3453 4.7005
H -3.4762 -0.9930 6.3604
C -0.6682 0.0355 0.3733
O -1.9809 -0.3054 0.0431
H -0.6320 0.5251 1.3465
H -0.3178 -0.9209 0.7613
H -0.0862 0.4045 -0.4712
H -2.3922 0.5583 -0.0369
C -3.4467 1.3471 -2.1566
O -3.7268 1.4852 -0.7529
C -5.1074 1.2383 -0.5116
C -5.5563 1.8421 0.8559
N -4.9790 3.2126 1.1161
C -5.5906 3.8214 2.2772
C -4.8048 5.1235 2.6365
O -3.5284 4.6465 3.0986
C -2.5330 5.6252 3.2736
H -3.7957 0.3751 -2.5052
H -2.3596 1.3190 -2.2308
H -4.0009 2.0701 -2.7551
H -5.2014 0.1529 -0.4791
H -5.7423 1.5791 -1.3294
H -5.1626 1.0790 1.5273
H -6.6454 1.8474 0.8118
H -3.9727 3.2508 1.1932
H -5.5201 3.2441 3.1991
H -6.6676 3.8365 2.1106
H -5.2612 5.6500 3.4746
H -4.6827 5.8551 1.8378
H -2.4608 6.2101 2.3567
H -1.5927 5.1963 3.6200
H -2.8812 6.4543 3.8897
C 2.0097 -1.0122 2.5788
O 3.1769 -0.4028 2.9906
C 3.6851 -0.4874 4.3241
C 4.6339 -1.7229 4.3669
N 6.0647 -1.5195 4.1218
C 6.6747 -2.7718 3.8638
C 6.7838 -3.2023 2.4218
O 7.1749 -2.1612 1.5167
C 7.5029 -2.6219 0.1864
H 2.0236 -0.7509 1.5207
H 1.0733 -0.6442 2.9982
H 2.2296 -2.0779 2.5144
H 2.9874 -0.5859 5.1556
H 4.1886 0.4164 4.6671
H 4.2540 -2.4130 3.6134
H 4.3765 -2.2791 5.2683
H 6.1078 -1.0557 3.2256
H 6.2602 -3.5944 4.4465
H 7.7230 -2.7541 4.1619
H 5.8344 -3.6923 2.2060
H 7.4605 -4.0559 2.3832
H 7.7934 -1.8362 -0.5109
H 6.6880 -3.1040 -0.3537
H 8.4686 -3.1217 0.2619
C 5.4555 0.6910 1.1571
O 6.2003 1.3671 0.1497
C 7.0582 2.3964 0.5748
C 7.4193 3.1785 -0.7578
N 8.2656 4.3508 -0.4746
C 7.4842 5.3419 0.3305
C 8.3004 6.6187 0.4591
O 8.6214 7.0894 -0.8006
C 9.3781 8.2745 -0.8372
H 5.0133 1.4287 1.8267
H 6.1596 0.0189 1.6475
H 4.5991 0.1474 0.7580
H 7.9961 1.9866 0.9498
H 6.4976 3.0925 1.1987
H 6.5928 3.3030 -1.4575
H 8.0315 2.5361 -1.3908
H 8.6964 4.7271 -1.3071
H 7.2672 5.0434 1.3561
H 6.4788 5.4789 -0.0677
H 9.2587 6.4063 0.9329
H 7.8082 7.3637 1.0842
H 8.9894 9.2428 -0.5218
H 9.7393 8.5367 -1.8316
H 10.2922 8.1983 -0.2484
C 1.9215 3.0466 0.7481
C 0.7198 3.9872 0.8068
C -0.0332 4.2518 -0.5708
O -1.1379 5.1768 -0.2399
C -1.9476 5.4359 -1.3035
N -0.2577 3.3729 1.7237
H 2.1951 2.7780 1.7685
H 2.7386 3.5138 0.1983
H 1.6803 2.0965 0.2713
H 1.0490 4.9709 1.1413
H -0.4193 3.3136 -0.9693
H 0.6214 4.8265 -1.2262
H -2.3726 4.4956 -1.6549
H -1.3661 5.6984 -2.1873
H -2.7610 6.1598 -1.2535
H -0.4487 2.4363 1.3975
H -1.0926 3.8573 1.4262
C -2.0240 -1.3818 -4.0006
C -2.4710 -2.8043 -4.1198
C -2.2091 -3.6358 -2.8800
O -2.4671 -4.9764 -3.2136
C -2.1017 -5.7100 -2.0041
N -3.8980 -2.8982 -4.4458
H -2.3267 -0.9878 -3.0304
H -2.3553 -0.5953 -4.6787
H -0.9397 -1.4452 -4.0918
H -1.9819 -3.3390 -4.9340
H -2.7469 -3.2488 -2.0145
H -1.1876 -3.4144 -2.5707
H -1.0308 -5.7776 -1.8124
H -2.6564 -6.6416 -1.8925
H -2.4676 -5.2366 -1.0930
H -3.7983 -2.3599 -5.2946
H -4.3447 -2.1370 -3.9547
C -6.6886 -8.2844 -3.0859
C -6.0416 -7.0054 -3.5284
C -5.9712 -5.9633 -2.4239
O -5.4923 -4.6899 -2.9391
C -5.5053 -3.7240 -1.9425
N -4.7887 -7.2483 -4.1967
H -7.7062 -7.9099 -2.9747
H -6.2850 -8.6691 -2.1493
H -6.7088 -9.1432 -3.7569
H -6.7317 -6.6450 -4.2912
H -5.2519 -6.3380 -1.6957
H -6.9533 -5.7882 -1.9845
H -5.0954 -4.1908 -1.0469
H -6.5304 -3.5578 -1.6114
H -5.0529 -2.7741 -2.2271
H -4.7930 -8.0431 -4.8199
H -4.2283 -7.7247 -3.5046
```

Energy values, unit eV, following the record order: -72055.5058 -81773.4788.
Relative energy (zero: lowest compared OMol25 entry of this formula, charge and spin) values, unit eV, following the record order: 0.000 2.102.